Version A
{"formula": "CH4IOPS", "method": "ωB97M-V/def2-TZVPD", "e_lumo_ev": [-0.715, -0.149], "e_homo_ha": [-0.3059, -0.2806], "orbital_gap_ev": [7.6, 7.5], "symbols": ["C", "O", "P", "S", "I", "H", "H", "H", "H"], "coordinates": [[0.89616, 1.66083, 0.17432], [0.54280, -2.45288, 0.05891], [-0.99359, -0.20795, -0.79924], [-0.88355, -1.72761, 0.57221], [-2.88444, 0.72704, 0.22010], [1.11007, 1.99479, -0.75597], [1.51105, 0.81659, 0.31735], [0.40611, 2.14827, 0.89858], [0.29541, -2.95908, -0.68624]]}



Version B
{"formula": "CH4IOPS", "method": "ωB97M-V/def2-TZVPD", "e_lumo_ev": [-3.130, -3.131], "e_homo_ha": [-0.3318, -0.3317], "orbital_gap_ev": [5.9, 5.9], "symbols": ["C", "O", "P", "S", "I", "H", "H", "H", "H"], "coordinates": [[1.00881, -0.68373, 0.49148], [-0.19445, 0.44555, -1.56141], [-0.39807, 0.43683, 0.06889], [-0.07029, 2.24233, 0.87334], [-3.44634, -0.93065, 0.66195], [1.52443, -0.16137, 1.41369], [0.74249, -1.72788, 0.52776], [1.73469, -0.66362, -0.47243], [-0.90127, 1.04254, -2.00326]]}



It is version A that is the least stable of them.



Version A
{"formula": "CH4IOPS", "method": "ωB97M-V/def2-TZVPD", "e_lumo_ev": -0.031, "e_homo_ha": -0.3429, "orbital_gap_ev": 9.3, "smiles": "C[P@](O)(=S)I", "symbols": ["C", "P", "O", "S", "I", "H", "H", "H", "H"], "coordinates": [[-1.19597, 0.61731, -0.04991], [0.64050, -0.07247, -0.02926], [0.65860, -1.54352, 0.69412], [2.05420, 1.07722, 0.62813], [0.74597, -0.86597, -2.33303], [-1.17039, 1.48685, -0.83861], [-1.92043, -0.12972, -0.18362], [-1.26004, 0.95514, 0.91185], [1.44756, -1.52484, 1.20032]]}



Version B
{"formula": "CH4IOPS", "method": "ωB97M-V/def2-TZVPD", "e_lumo_ev": -1.370, "e_homo_ha": -0.3184, "orbital_gap_ev": 7.3, "symbols": ["C", "O", "P", "S", "I", "H", "H", "H", "H"], "coordinates": [[-1.45233, -0.26562, -0.73661], [2.14728, 0.23380, -0.56676], [1.60698, 0.13640, 2.54422], [2.75479, -0.17709, 1.06828], [-2.31406, 0.06789, 1.23396], [-0.39453, -0.43672, -0.70948], [-1.74576, 0.66773, -1.18909], [-1.98515, -1.07556, -1.19384], [1.38277, 0.84916, -0.45067]]}



It is version B that is the least stable of them.



Version A
{"formula": "C4H6OS2", "method": "ωB97M-V/def2-TZVPD", "e_lumo_ev": 0.693, "e_homo_ha": -0.2974, "orbital_gap_ev": 8.8, "smiles": "OCC1SC=CS1", "symbols": ["O", "C", "C", "S", "C", "C", "S", "H", "H", "H", "H", "H", "H"], "coordinates": [[-2.72102, -0.06845, 0.31465], [-1.54719, -0.82200, 0.52341], [-0.46021, -0.38826, -0.54200], [-0.09042, 1.38411, -0.45740], [1.31144, 1.18409, 0.56020], [1.89003, -0.03005, 0.62514], [1.11288, -1.29197, -0.30848], [-2.45275, 0.80857, 0.20035], [-1.17174, -0.75089, 1.50857], [-1.82491, -1.89455, 0.33320], [-0.83321, -0.62421, -1.54939], [1.70402, 2.07323, 1.08299], [2.82293, -0.20138, 1.16062]]}



Version B
{"formula": "C4H6OS2", "method": "ωB97M-V/def2-TZVPD", "e_lumo_ev": -0.136, "e_homo_ha": -0.3206, "orbital_gap_ev": 8.6, "smiles": "CSC(=S)CC=O", "symbols": ["C", "S", "C", "S", "C", "C", "O", "H", "H", "H", "H", "H", "H"], "coordinates": [[1.24312, 2.16207, -0.09635], [-0.29084, 1.33194, 0.31243], [-0.07022, -0.17505, -0.59531], [1.29060, -0.54861, -1.40408], [-1.20225, -1.08299, -0.27607], [-0.82008, -1.98616, 0.93736], [0.15094, -1.70944, 1.59148], [1.35325, 2.29028, -1.14751], [2.12106, 1.66782, 0.28282], [1.21748, 3.17945, 0.29751], [-1.41888, -1.78432, -1.11736], [-2.09538, -0.54283, 0.02802], [-1.47882, -2.80218, 1.18708]]}



It is version B that is the least stable of them.